Computed, not measured: the molecule C5H8O2, with wB97M-V/def2-TZVPD.

```
! RIJCOSX wB97M-V def2-TZVPD def2/J DEFGRID3
* xyz 0 1
O 0.285 1.918 0.951
C 0.357 0.496 0.883
C 1.416 0.001 -0.066
C 0.947 -0.906 -0.918
C -0.507 -1.233 -0.674
C -0.960 -0.156 0.333
O -1.719 0.819 -0.347
H 0.533 2.256 0.079
H 0.539 0.186 1.916
H 2.439 0.370 -0.029
H 1.543 -1.396 -1.684
H -0.625 -2.254 -0.277
H -1.124 -1.178 -1.576
H -1.548 -0.606 1.148
H -1.584 1.637 0.157
*
```

SMILES: O[C@@H]1C=CC[C@@H]1O
Gap between HOMO and LUMO in eV: 10.66
Largest force on an atom in eV/A: 0.33
Lowest unoccupied orbital energy in hartree: 0.034
Relative energy (zero: lowest compared OMol25 entry of this formula, charge and spin) in kJ/mol: 89.92
Calculated total energy in hartree: -345.770707